1.
Entry from OMol25: 3 unconnected molecules or ions with the total composition C5H11O4 at a distorted geometry (ωB97M-V/def2-TZVPD).

ORCA input file:
```
! RIJCOSX wB97M-V def2-TZVPD def2/J DEFGRID3
* xyz 0 2
H -2.768 0.618 -0.899
O -3.047 1.890 0.625
H 1.108 -1.655 2.660
C 0.715 -1.028 1.889
C 1.637 -0.509 1.001
C 1.477 -0.233 -0.371
C 2.624 0.346 -1.036
C 0.280 -0.603 -0.990
H -2.449 1.973 1.345
H -0.265 0.027 -1.776
O -0.425 -1.479 -0.509
O -2.935 -0.402 -0.892
H -2.772 -0.768 -1.750
O -0.594 -0.832 1.892
H -3.091 2.753 0.103
H 2.587 -0.339 1.465
H 2.264 0.649 -1.998
H 3.006 1.225 -0.576
H 3.455 -0.363 -1.134
H -0.808 -1.272 0.952
*
```

The value obtained for the LUMO energy (spin up / spin down) is 0.6 / -1.1 eV. The calculation puts the energy relative to the best compared isomer or geometry (same formula, charge and spin) at 0.0202 eV. Its HOMO energy (spin up / spin down) is -7.74 / -9.59 eV. The strongest force on any atom comes out at 3.1 eV/A.

=====

2.
Entry from OMol25: a molecular structure, C5H11O4Pb at a distorted geometry (ωB97M-V/def2-TZVPD).

ORCA input file:
```
! RIJCOSX wB97M-V def2-TZVPD def2/J DEFGRID3
* xyz 0 2
C -2.934 1.399 -1.821
O -2.626 0.555 -0.772
H -3.823 0.969 -2.318
H -3.190 2.415 -1.476
H -2.110 1.455 -2.556
O 3.496 -0.962 1.266
C 2.991 -2.191 1.118
C 1.293 -1.843 -0.154
O 0.730 -0.921 0.660
C -0.871 0.368 0.075
C -0.534 1.711 0.740
O 0.805 1.898 1.044
Pb 2.135 0.503 1.339
H 2.610 -2.639 2.056
H 3.589 -2.896 0.515
H 0.767 -2.810 -0.181
H 1.528 -1.451 -1.158
H -1.412 -0.230 0.828
H -0.385 0.380 -0.921
H -1.164 1.775 1.652
H -0.895 2.513 0.064
*
```

The value obtained for the LUMO energy (spin up / spin down) is -0.7 / -2.4 eV. The calculation puts the energy relative to the best compared isomer or geometry (same formula, charge and spin) at 2.4887 eV. Its HOMO energy (spin up / spin down) is -8.08 / -8.36 eV. The strongest force on any atom comes out at 5.3 eV/A.

=====

3.
Entry from OMol25: 2 unconnected molecules or ions with the total composition C5H11OP at a distorted geometry (ωB97M-V/def2-TZVPD).

ORCA input file:
```
! RIJCOSX wB97M-V def2-TZVPD def2/J DEFGRID3
* xyz 0 1
C 1.687 -0.398 0.881
C 0.624 -0.773 -0.017
C 3.036 -1.186 0.968
C -2.474 -1.813 0.943
C -2.276 -0.062 -1.201
O 1.447 0.235 -0.342
P -1.809 -0.087 0.555
H 1.433 0.054 1.879
H 0.533 -1.749 -0.585
H 3.863 -0.798 1.628
H 3.498 -1.142 -0.116
H 2.776 -2.176 1.293
H -3.534 -1.610 1.352
H -1.844 -2.254 1.678
H -2.295 -2.438 -0.004
H -3.361 0.236 -1.530
H -1.902 -0.991 -1.723
H -1.769 0.862 -1.640
*
```

The value obtained for the LUMO energy is 0.6 eV. The calculation puts the energy relative to the best compared isomer or geometry (same formula, charge and spin) at 4.3263 eV. Its HOMO energy is -7.89 eV. The strongest force on any atom comes out at 4.4 eV/A.

=====

4.
Entry from OMol25: a single C5H11OP molecule at a distorted geometry (ωB97M-V/def2-TZVPD).

ORCA input file:
```
! RIJCOSX wB97M-V def2-TZVPD def2/J DEFGRID3
* xyz 0 1
C 1.757 1.373 -0.030
C 1.722 0.255 0.640
C 1.432 -1.070 0.149
C -0.145 -1.328 0.202
C -1.018 -0.395 -0.765
P -2.248 0.724 -0.079
O -3.404 0.020 0.431
H 2.026 2.348 0.469
H 1.892 1.299 -1.101
H 1.678 0.381 1.720
H 1.793 -1.742 0.901
H 1.654 -1.222 -0.895
H -0.347 -2.360 0.379
H -0.435 -0.909 1.209
H -0.358 0.261 -1.333
H -1.592 -1.083 -1.514
H -2.623 1.664 -1.054
H -1.782 1.786 0.671
*
```

The value obtained for the LUMO energy is 1.0 eV. The calculation puts the energy relative to the best compared isomer or geometry (same formula, charge and spin) at 1.7988 eV. Its HOMO energy is -10.01 eV. The strongest force on any atom comes out at 4.2 eV/A.

=====

5.
Entry from OMol25: 2 unconnected molecules or ions with the total composition C5H11P at a distorted geometry (ωB97M-V/def2-TZVPD).

ORCA input file:
```
! RIJCOSX wB97M-V def2-TZVPD def2/J DEFGRID3
* xyz 0 1
C -0.198 0.991 0.203
C 0.179 -0.299 -0.402
C 0.434 1.540 1.383
C 2.257 -1.030 -0.229
C -2.556 -0.506 -0.499
P -1.221 -0.540 0.726
H -0.712 1.654 -0.492
H 0.045 -0.510 -1.540
H -0.281 2.078 2.009
H 1.377 2.129 1.199
H 0.812 0.796 2.053
H 2.239 -1.235 0.854
H 2.462 0.003 -0.513
H 2.542 -1.872 -0.876
H -2.419 -1.329 -1.254
H -2.460 0.424 -1.034
H -3.592 -0.613 -0.123
*
```

The value obtained for the LUMO energy is 0.9 eV. The calculation puts the energy relative to the best compared isomer or geometry (same formula, charge and spin) at 3.0355 eV. Its HOMO energy is -8.15 eV. The strongest force on any atom comes out at 4.5 eV/A.

=====

6.
Entry from OMol25: a single C5H11P molecule at a distorted geometry (ωB97M-V/def2-TZVPD).

ORCA input file:
```
! RIJCOSX wB97M-V def2-TZVPD def2/J DEFGRID3
* xyz 0 1
C -0.500 -1.434 -0.174
C 0.081 -0.265 -0.916
C -1.709 -1.189 0.738
C 0.557 0.947 -0.259
C 1.662 0.676 0.777
P -0.739 2.120 0.491
H -0.841 -2.099 -0.972
H 0.251 -2.096 0.254
H 0.791 -0.647 -1.634
H -0.706 0.222 -1.573
H -2.487 -0.532 0.339
H -1.599 -1.670 1.705
H 0.963 1.503 -1.102
H 1.462 0.902 1.887
H 2.387 1.524 0.424
H 2.094 -0.236 0.672
H -1.666 2.274 -0.657
*
```

The value obtained for the LUMO energy (spin up / spin down) is -0.7 / 0.4 eV. The calculation puts the energy relative to the best compared isomer or geometry (same formula, charge and spin) at 3.4898 eV. Its HOMO energy (spin up / spin down) is -8.20 / -8.24 eV. The strongest force on any atom comes out at 5.8 eV/A.